{"formula": "C3H7N2O2", "method": "the ωB97M-V functional and the def2-TZVPD basis", "gap_ev": 8.35, "max_force_ev_per_a": 0.54, "charge": -1, "e_above_lowest_kj_mol": 46.48, "energy_ev": -10301.15336, "species": ["O", "O", "N", "N", "C", "C", "C", "H", "H", "H", "H", "H", "H", "H"], "coordinates": [[0.51028, -1.00648, 1.22634], [1.39593, 0.56074, -0.15164], [-2.72200, -0.65647, -1.08668], [2.61225, -0.23154, 1.60835], [-1.37687, 1.33537, -1.46248], [1.40037, -0.21347, 0.83350], [-1.51214, 0.05366, -1.12985], [2.45526, -0.51434, 2.56224], [-3.52656, -0.07525, -0.88880], [-2.18372, 1.99259, -1.77236], [-0.39099, 1.75054, -1.29269], [3.16615, 0.60195, 1.49970], [-0.62009, -0.52713, -0.93953], [-2.68103, -1.42736, -0.43664]], "atomic_forces_ev_per_a": [[0.06, 0.10, -0.08], [0.13, -0.14, 0.15], [-0.10, -0.15, -0.06], [0.05, -0.11, -0.08], [0.30, 0.10, 0.25], [-0.08, -0.07, -0.04], [-0.27, 0.23, -0.41], [0.01, 0.04, 0.02], [0.14, -0.04, -0.04], [-0.16, -0.11, 0.19], [0.00, 0.01, -0.37], [-0.06, 0.09, 0.04], [-0.04, 0.03, 0.44], [0.03, 0.03, 0.00]]}